Entry P
C48H41GeKSi2 | ωB97M-V with the def2-TZVPD basis set

Last column: Löwdin charge in e.
Positions of all 93 atoms, in Å:
H  2.757  3.573  -1.209  0.095
H  -2.993  -4.514  2.339  0.105
H  -5.600  -2.728  -3.992  0.102
C  4.792  -2.184  -3.484  -0.146
C  -2.035  1.673  -3.088  -0.265
C  0.863  2.565  -1.153  -0.223
C  4.495  1.038  -0.455  -0.211
C  3.998  -2.379  -1.247  -0.151
C  4.151  1.143  -1.798  -0.410
C  4.774  -3.513  -1.057  -0.100
Si  -1.739  1.245  -1.257  0.751
C  -4.605  -1.075  -0.660  -0.120
H  5.541  1.873  1.229  0.102
H  -1.830  3.574  0.611  0.093
C  4.717  2.205  -2.509  -0.152
H  3.351  -2.037  -0.443  0.062
C  5.302  1.974  0.176  -0.094
C  5.562  3.127  -1.905  -0.096
H  4.487  2.302  -3.566  0.086
C  -3.258  1.763  -0.246  -0.320
H  1.404  -0.261  -0.880  -0.131
C  0.727  -3.264  -4.524  -0.091
H  -0.602  3.171  -5.785  0.103
C  -4.375  2.386  -0.794  -0.081
H  -4.333  1.620  2.983  0.103
H  0.933  -2.880  2.766  0.101
C  5.563  -3.989  -2.095  -0.107
H  1.192  1.805  -1.852  -0.001
H  -0.135  -1.823  -5.854  0.104
H  -4.395  2.608  -1.855  0.098
H  1.396  -4.586  -2.973  0.105
C  -3.163  1.158  -3.739  -0.132
C  -3.989  -2.063  -2.747  -0.096
C  0.777  -3.731  -3.219  -0.083
Si  -1.762  -1.145  -1.158  0.730
C  0.056  4.573  0.563  -0.074
C  -6.311  -1.833  -2.173  -0.087
H  0.102  -3.463  -1.211  0.094
H  6.177  -3.689  -4.130  0.097
H  4.754  -4.032  -0.106  0.096
H  -4.262  0.969  -5.570  0.105
C  -0.026  -2.908  2.262  -0.088
C  1.757  3.566  -0.793  -0.082
C  -1.135  2.417  -3.854  -0.079
C  -1.469  -2.118  0.462  -0.256
C  -1.012  -3.778  2.697  -0.087
H  1.324  -3.737  -5.293  0.102
C  -0.819  3.549  0.225  -0.082
C  -0.439  2.517  -0.638  -0.270
H  6.487  3.750  -0.070  0.099
H  2.035  5.376  0.326  0.106
H  6.173  -4.874  -1.964  0.096
H  -7.358  -1.963  -2.416  0.100
H  4.137  0.182  0.107  0.033
C  -0.783  -2.012  -2.520  -0.286
C  -0.086  -2.186  -4.835  -0.087
C  -3.375  1.367  -5.092  -0.079
C  -2.218  -3.829  2.019  -0.074
H  -0.268  2.857  -3.389  0.087
H  4.805  -1.672  -4.443  0.086
H  -3.386  -3.078  0.400  0.094
C  -0.842  -1.575  -3.845  -0.117
H  -6.706  -0.908  -0.276  0.104
H  5.988  3.938  -2.485  0.101
H  -0.281  5.379  1.203  0.105
C  -2.448  2.079  -5.839  -0.086
C  -1.329  2.608  -5.215  -0.076
H  -6.326  3.210  -0.454  0.103
C  5.570  -3.321  -3.312  -0.102
H  -6.300  2.728  1.972  0.100
H  -3.224  -2.389  -3.444  0.095
H  -4.337  -0.638  0.293  0.092
C  -4.345  1.839  1.923  -0.085
C  -3.267  1.492  1.126  -0.143
K  1.872  0.548  0.661  0.652
C  -5.451  2.461  1.356  -0.087
H  -3.878  0.566  -3.177  0.090
C  -5.329  -2.253  -3.057  -0.081
C  0.041  -3.101  -2.229  -0.093
H  -2.414  0.987  1.575  0.108
H  -0.831  -4.419  3.551  0.103
C  1.350  4.578  0.067  -0.074
C  5.840  3.027  -0.550  -0.098
C  -2.441  -3.010  0.920  -0.081
C  -5.946  -1.245  -0.970  -0.074
C  3.990  -1.687  -2.458  -0.413
H  -1.495  -0.754  -4.118  0.084
C  -5.465  2.730  -0.004  -0.076
C  -3.598  -1.465  -1.549  -0.295
H  0.554  -1.452  0.822  0.000
Ge  2.847  -0.063  -2.817  0.985
C  -0.253  -2.091  1.164  -0.133
H  -2.599  2.225  -6.901  0.101

The molar mass is 785.74 Da. As for the gap between HOMO and LUMO: 6.80 eV. As for the lowest unoccupied orbital energy: -0.3 eV.

Entry Q
C48H41GeKSi2 | ωB97M-V with the def2-TZVPD basis set

Last column: Löwdin charge in e.
Positions of all 93 atoms, in Å:
C  1.425  -0.985  -5.470  -0.083
H  -0.996  -3.762  0.551  0.109
C  -1.019  4.485  -3.921  -0.080
Si  -0.130  -2.247  -1.831  0.807
C  -2.737  -4.023  5.261  -0.106
C  -3.878  -1.581  -3.442  -0.079
H  -0.399  -1.880  -4.782  0.102
C  1.006  -1.621  -3.168  -0.317
H  1.090  -0.922  -6.499  0.106
H  0.478  1.342  4.180  0.061
H  -3.617  -4.386  5.780  0.095
H  1.569  6.609  2.055  0.103
H  0.408  -2.680  3.481  0.065
H  0.399  -4.966  4.416  0.093
C  1.528  -6.006  0.362  -0.075
H  1.908  -6.883  0.873  0.105
C  -1.108  3.489  -4.887  -0.082
H  5.332  1.332  0.877  0.105
C  -0.404  1.577  4.766  -0.148
C  2.609  2.391  -0.877  -0.306
C  -3.781  -3.915  -2.861  -0.077
C  3.272  2.850  -2.021  -0.089
H  -1.462  3.734  7.165  0.092
H  -2.311  4.836  2.478  0.109
Si  0.757  2.548  -0.715  0.820
C  4.755  1.755  0.063  -0.080
H  -0.715  1.425  -5.354  0.099
C  3.126  -0.618  -3.807  -0.077
H  5.156  3.139  -3.004  0.104
H  0.546  3.189  5.819  0.093
C  -2.635  2.150  6.308  -0.110
C  -0.477  4.201  -2.673  -0.086
H  -1.947  -4.601  -1.994  0.099
H  -3.585  0.539  5.278  0.082
H  3.335  -0.092  -5.878  0.104
H  2.210  4.845  0.461  0.101
C  4.656  2.769  -2.118  -0.084
H  -4.422  -0.736  -3.846  0.105
C  -1.485  2.914  6.457  -0.117
C  -2.730  -2.740  4.726  -0.146
C  0.383  -5.372  0.828  -0.073
C  -1.612  -2.231  4.058  -0.418
H  0.164  -0.412  2.536  -0.179
C  0.546  -3.749  -0.970  -0.307
C  1.704  -4.396  -1.421  -0.090
C  -0.101  -4.251  0.170  -0.110
H  0.252  0.917  -3.154  0.074
C  0.588  -1.528  -4.502  -0.098
C  -0.651  2.207  -4.606  -0.080
C  2.292  -1.163  -2.842  -0.119
C  -0.365  2.615  5.693  -0.110
H  2.223  -4.026  -2.298  0.098
C  -0.490  -4.349  4.493  -0.120
H  -0.134  -5.746  1.705  0.103
C  5.397  2.223  -1.078  -0.084
H  2.700  3.275  -2.839  0.104
H  2.884  1.483  1.065  0.097
H  6.476  2.168  -1.152  0.103
C  1.213  4.844  0.890  -0.092
H  -3.617  -2.123  4.842  0.084
H  -3.507  2.357  6.917  0.094
C  -0.107  1.924  -3.360  -0.104
C  -1.621  -4.840  5.131  -0.115
H  -2.123  -0.429  -3.022  0.094
H  -0.690  6.614  3.064  0.104
H  -1.690  3.082  0.873  0.102
H  3.080  -6.012  -1.124  0.104
H  4.112  -0.263  -3.531  0.104
C  -0.009  2.916  -2.374  -0.295
K  0.226  -0.378  0.681  0.347
H  -4.248  -4.892  -2.817  0.104
C  0.856  5.838  1.792  -0.081
C  -2.483  -3.749  -2.396  -0.086
H  -0.417  4.985  -1.924  0.103
C  -1.564  0.813  4.578  -0.420
C  -1.326  4.846  2.026  -0.073
C  -2.671  1.119  5.376  -0.150
C  0.300  3.847  0.532  -0.309
C  -0.487  -3.062  3.962  -0.154
H  -1.632  -5.847  5.529  0.093
C  -0.414  5.840  2.359  -0.078
Ge  -1.771  -0.492  3.074  0.849
H  2.643  -1.224  -1.815  0.102
H  -1.529  3.713  -5.859  0.102
H  -5.491  -2.966  -3.745  0.103
C  -2.582  -1.414  -2.977  -0.107
C  -0.972  3.859  1.119  -0.098
C  3.373  1.840  0.161  -0.111
C  2.689  -0.522  -5.123  -0.075
H  -1.372  5.485  -4.141  0.104
C  -1.861  -2.496  -2.451  -0.297
C  -4.479  -2.834  -3.383  -0.080
C  2.188  -5.517  -0.760  -0.079

The molar mass is 785.74 Da. As for the gap between HOMO and LUMO (spin up / spin down): 5.01 / 5.00 eV. As for the lowest unoccupied orbital energy (spin up / spin down): -1.4 / -1.4 eV.

Most stable of them? entry P.

Entry P
C4H10O3 | ωB97M-V with the def2-TZVPD basis set

Last column: Löwdin spin population.
Positions of all 17 atoms, in Å:
H  0.113  -0.658  -2.248  0.000
H  1.740  -0.355  -1.247  0.000
H  0.082  2.261  2.351  -0.001
C  0.770  0.073  -1.636  0.031
C  1.025  1.490  -2.185  0.029
O  -0.594  -1.221  1.551  0.666
O  -0.144  -2.128  -0.478  0.082
H  1.487  2.159  -1.591  0.000
H  1.579  1.458  -3.198  0.009
H  -0.027  -2.927  0.076  0.002
C  0.103  0.224  -0.294  0.084
H  0.061  1.802  -2.546  0.000
H  -0.824  0.805  -0.347  0.003
C  -0.369  -1.088  0.364  0.074
H  0.792  0.758  0.476  -0.002
O  -0.880  1.887  2.370  0.023
H  -1.235  2.199  3.235  0.000

The molar mass is 106.12 Da. Its net charge is +1. As for the gap between HOMO and LUMO (spin up / spin down): 10.44 / 5.25 eV. As for the spin multiplicity: 2. The expectation value of S² is 0.757. As for the lowest unoccupied orbital energy (spin up / spin down): -4.9 / -9.9 eV.

Entry Q
C4H10O3 | ωB97M-V with the def2-TZVPD basis set

Last column: Löwdin spin population.
Positions of all 17 atoms, in Å:
H  0.592  0.942  -0.527  0.001
H  -0.685  1.492  0.531  0.000
C  -0.968  -0.464  -0.581  0.013
H  3.749  2.708  1.082  0.000
H  -0.961  -1.064  1.501  0.000
H  0.219  -3.411  1.044  0.074
O  -1.405  -3.463  -0.032  0.665
C  -0.532  -2.817  0.486  0.131
O  2.970  2.260  0.750  0.000
C  -0.502  1.019  -0.432  0.011
O  -1.078  1.893  -1.347  0.021
H  0.573  -1.059  0.766  0.002
H  2.309  2.932  0.557  0.000
H  -0.660  -0.777  -1.574  0.001
C  -0.467  -1.344  0.555  0.079
H  -1.097  1.513  -2.237  0.000
H  -2.057  -0.360  -0.544  0.001

The molar mass is 106.12 Da. Its net charge is +1. As for the gap between HOMO and LUMO (spin up / spin down): 8.05 / 4.17 eV. As for the spin multiplicity: 2. The expectation value of S² is 0.757. As for the lowest unoccupied orbital energy (spin up / spin down): -6.2 / -9.9 eV.

Most stable of them? entry P.